C35H68AsFeN2OSi3 | ωB97M-V/def2-TZVPD

Positions of all 111 atoms, in Å:
Fe -0.64749 0.50203 -0.98634
C 0.27301 -2.24232 4.62224
C -0.35038 -0.94491 4.08823
C -0.42341 0.04743 5.25603
C -1.71064 -1.18579 3.43905
C -2.60681 -1.93072 4.20103
C -3.83467 -2.32392 3.71363
C -4.16152 -1.99742 2.41016
C -3.31139 -1.25686 1.59991
C -3.77520 -1.03143 0.17512
C -3.94698 0.43624 -0.19565
C -2.95176 -1.84573 -0.82343
C -2.08535 -0.78285 2.12713
N -1.25603 0.05878 1.32562
C -0.76515 1.09175 1.94662
C 0.10370 2.05244 1.37270
C 0.67858 3.16533 2.00194
C 1.32274 3.88006 0.99450
C 1.08407 3.18409 -0.20743
N 0.37074 2.07173 0.02799
C 1.45176 3.61242 -1.61290
C 2.08974 2.45342 -2.37888
C 2.42320 4.79220 -1.57383
C 0.17603 4.03464 -2.35192
H 1.31948 -2.06513 4.87853
H 0.22890 -3.04813 3.89227
H -0.23190 -2.58290 5.52828
H 0.33249 -0.55223 3.33592
H -1.07413 -0.34721 6.04015
H -0.81597 1.02213 4.97105
H 0.56848 0.19594 5.68894
H -2.31884 -2.22274 5.20369
H -4.51570 -2.89937 4.32826
H -5.10628 -2.32907 1.99329
H -4.78229 -1.46469 0.13723
H -3.01338 0.99380 -0.22776
H -4.61022 0.93147 0.51958
H -4.38590 0.51029 -1.19017
H -1.87950 -1.63616 -0.77960
H -3.26510 -1.63502 -1.84597
H -3.08025 -2.91320 -0.62181
H -1.05334 1.29570 2.97278
H 0.62280 3.39979 3.05477
H 1.88179 4.79590 1.10017
H 3.07430 2.21084 -1.97750
H 2.20923 2.71988 -3.43297
H 1.45796 1.56378 -2.32913
H 3.33157 4.53870 -1.02347
H 1.96866 5.66668 -1.10394
H 2.70728 5.06751 -2.59219
H -0.51179 3.19230 -2.43781
H 0.42786 4.38931 -3.35645
H -0.33159 4.83945 -1.81583
C -0.97337 0.26047 -2.84150
H -0.57358 0.90262 -3.64018
H -1.66700 -0.46055 -3.29581
C 4.90947 -2.37943 0.23350
Si 3.43938 -1.20655 0.39259
C 2.86632 -1.24410 2.18453
C 4.05175 0.53574 0.05729
As 1.50856 -1.50805 -0.92193
Si 2.25801 -1.92932 -3.12701
C 3.57199 -3.28970 -3.21755
C 0.83131 -2.46297 -4.22256
C 3.02907 -0.38273 -3.85096
Si 0.92636 -3.68440 -0.24154
C -0.07258 -4.56117 -1.57328
C -0.16176 -3.48335 1.27071
C 2.33740 -4.84288 0.24677
H 5.72722 -1.96688 0.83267
H 5.26353 -2.47414 -0.79160
H 4.68848 -3.37810 0.60905
H 3.70487 -1.01900 2.84958
H 2.45033 -2.20933 2.47858
H 2.10451 -0.47542 2.32894
H 4.86949 0.78178 0.74148
H 3.24498 1.25408 0.21264
H 4.42051 0.65110 -0.96321
H 3.28200 -4.19642 -2.68598
H 4.53209 -2.95470 -2.82477
H 3.72047 -3.55343 -4.26937
H 0.72928 -3.54718 -4.26216
H 1.03124 -2.10244 -5.23570
H -0.09862 -1.99795 -3.89600
H 3.84024 0.01516 -3.24074
H 2.26423 0.38354 -3.97342
H 3.43324 -0.63383 -4.83689
H -0.79981 -3.89798 -2.04019
H -0.61469 -5.38940 -1.10646
H 0.56336 -4.97846 -2.35404
H -1.17780 -3.20793 0.98877
H 0.21560 -2.68741 1.91097
H -0.20616 -4.40890 1.85191
H 3.12413 -4.91618 -0.50299
H 1.91247 -5.84050 0.39505
H 2.79257 -4.53591 1.19018
C -3.35924 3.93412 1.57830
C -2.38127 4.25981 0.46198
O -2.62312 3.45524 -0.67481
C -3.40865 4.07587 -1.67046
C -3.70313 3.06678 -2.76323
H -3.17237 4.55671 2.45571
H -3.25051 2.88766 1.86677
H -4.39125 4.09221 1.25705
H -1.35825 4.05891 0.78471
H -2.43904 5.32368 0.19147
H -2.85662 4.93630 -2.07996
H -4.33795 4.47249 -1.23185
H -2.83874 2.40511 -2.90252
H -3.92030 3.57338 -3.70597
H -4.56006 2.44570 -2.50840

Results
highest occupied orbital energy (spin up / spin down) = -1.790 / -2.307 eV
energy relative to the best compared isomer or geometry (same formula, charge and spin) = 0.0 kJ/mol
molar mass = 747.97 g/mol
total charge = -1
<S²> = 6.03
multiplicity = 5